{"formula": "C7H12", "method": "ωB97M-V/def2-TZVPD", "elements": ["C", "C", "C", "C", "C", "C", "C", "H", "H", "H", "H", "H", "H", "H", "H", "H", "H", "H", "H"], "positions_angstrom": [[2.24, -1.71, -0.89], [2.25, -0.71, -0.02], [0.28, 1.63, -0.51], [-0.52, -0.80, 1.33], [-0.88, 1.30, 0.12], [-2.10, 0.86, -0.63], [-1.43, -1.21, 2.01], [2.65, -2.68, -0.66], [-1.08, 1.78, 1.07], [-2.24, -1.50, 2.62], [1.77, -1.61, -1.86], [-2.78, 1.71, -0.78], [2.77, -0.79, 0.93], [0.38, 1.47, -1.58], [0.98, 2.32, -0.06], [1.77, 0.29, -0.25], [-1.84, 0.43, -1.59], [-2.64, 0.11, -0.06], [0.45, -0.88, 0.82]], "e_homo_ev": -8.87, "smiles": "C=CC.C#C.C=C", "molar_mass_g_mol": 96.173, "largest_force_ev_per_a": 2.9, "charge": 0, "lumo_ha": 0.04130}

---

{"formula": "C7H12", "method": "ωB97M-V/def2-TZVPD", "elements": ["C", "C", "C", "C", "C", "C", "C", "H", "H", "H", "H", "H", "H", "H", "H", "H", "H", "H", "H"], "positions_angstrom": [[1.27, 1.55, -1.00], [0.67, 0.17, 0.87], [-1.61, -0.41, -0.17], [-2.20, -1.13, 1.01], [0.14, 0.92, -1.34], [-0.40, 0.15, -0.21], [1.64, 1.30, 0.44], [1.50, -1.77, -1.58], [-1.56, -1.07, 1.89], [0.27, 0.31, 1.87], [-2.24, -0.34, -1.05], [-3.18, -0.70, 1.28], [1.21, -2.41, -1.33], [1.20, -0.79, 0.86], [-2.38, -2.19, 0.79], [1.84, 2.22, -1.64], [2.69, 1.02, 0.57], [1.48, 2.21, 1.04], [-0.35, 0.98, -2.31]], "e_homo_ev": -8.10, "smiles": "C/C=C1/C=CCC1.[H][H]", "molar_mass_g_mol": 96.173, "largest_force_ev_per_a": 0.2, "charge": 0, "lumo_ha": 0.04343}

---

{"formula": "C7H12", "method": "ωB97M-V/def2-TZVPD", "elements": ["C", "C", "C", "C", "C", "C", "C", "H", "H", "H", "H", "H", "H", "H", "H", "H", "H", "H", "H"], "positions_angstrom": [[2.05, -0.81, -0.20], [-2.62, 0.09, 0.00], [-0.25, 0.20, -0.96], [-1.27, -0.56, -0.12], [0.85, 0.06, 0.06], [-0.02, -0.09, 1.27], [2.20, 0.67, 0.02], [2.17, -1.19, -1.22], [2.39, -1.49, 0.58], [-2.55, 1.14, 0.33], [2.63, 1.00, 0.96], [0.37, -0.76, 2.06], [-0.54, 1.27, -1.04], [2.44, 1.30, -0.84], [-0.46, 0.80, 1.70], [-0.02, -0.16, -1.97], [-3.31, -0.46, 0.65], [-0.89, -1.22, 0.71], [-3.07, 0.12, -1.00]], "e_homo_ev": -7.72, "molar_mass_g_mol": 96.173, "largest_force_ev_per_a": 2.4, "charge": 0, "lumo_ha": 0.04135}

---

{"formula": "C7H12", "method": "ωB97M-V/def2-TZVPD", "elements": ["C", "C", "C", "C", "C", "C", "C", "H", "H", "H", "H", "H", "H", "H", "H", "H", "H", "H", "H"], "positions_angstrom": [[0.16, 0.13, 1.89], [0.28, -2.21, -0.38], [-1.35, 1.98, -0.62], [0.01, 1.67, -0.70], [0.92, 0.57, 0.65], [0.28, -0.95, -1.31], [0.58, 0.32, -0.65], [0.81, 2.46, -0.82], [-2.10, 1.15, -0.56], [-0.35, -0.78, 1.71], [1.04, -2.22, 0.45], [-0.72, -2.21, 0.27], [0.65, 0.23, 2.89], [0.12, -3.07, -1.09], [-0.64, 0.87, 2.01], [0.89, -1.26, -2.23], [-1.69, 2.98, -0.66], [1.84, 1.14, 0.91], [-0.72, -0.78, -1.76]], "e_homo_ev": -6.85, "molar_mass_g_mol": 96.173, "largest_force_ev_per_a": 3.1, "charge": 0, "lumo_ha": 0.00575}

---

{"formula": "C7H12", "method": "ωB97M-V/def2-TZVPD", "elements": ["C", "C", "C", "C", "C", "C", "C", "H", "H", "H", "H", "H", "H", "H", "H", "H", "H", "H", "H"], "positions_angstrom": [[-1.79, -0.25, -0.61], [-1.72, 0.45, 0.72], [-1.26, -0.98, 0.57], [0.23, -0.54, 0.76], [1.29, -0.68, -0.40], [1.86, 0.59, -1.12], [-0.30, 0.89, 1.05], [2.19, -1.14, 0.04], [-1.77, -1.84, 1.01], [2.29, 1.30, -0.40], [2.69, 0.32, -1.79], [-2.61, 0.84, 1.21], [1.18, 1.18, -1.75], [0.93, -1.42, -1.12], [-1.08, -0.01, -1.39], [0.12, 1.68, 0.42], [-2.78, -0.54, -0.96], [-0.19, 1.17, 2.10], [0.62, -1.02, 1.67]], "e_homo_ev": -9.41, "smiles": "CC[C@H]1C[C@H]2C[C@@H]12", "molar_mass_g_mol": 96.173, "largest_force_ev_per_a": 0.6, "charge": 0, "lumo_ha": 0.04431}

---

{"formula": "C7H12", "method": "ωB97M-V/def2-TZVPD", "elements": ["C", "C", "C", "C", "C", "C", "C", "H", "H", "H", "H", "H", "H", "H", "H", "H", "H", "H", "H"], "positions_angstrom": [[0.26, -0.36, 0.59], [-1.13, -1.01, 0.58], [-2.00, -0.40, -0.48], [-0.42, 1.03, 0.79], [1.17, -0.59, -0.62], [2.24, 0.49, -0.80], [-1.79, 0.34, 0.80], [2.88, 0.26, -1.67], [-1.39, -1.96, 1.04], [2.89, 0.57, 0.08], [0.57, -0.64, -1.53], [-0.28, 1.78, 0.00], [-2.98, -0.86, -0.60], [-0.16, 1.48, 1.75], [1.66, -1.57, -0.51], [0.80, -0.63, 1.50], [-2.61, 0.60, 1.46], [1.79, 1.47, -0.97], [-1.56, -0.02, -1.41]], "e_homo_ev": -9.54, "smiles": "CC[C@H]1C[C@H]2C[C@@H]12", "molar_mass_g_mol": 96.173, "largest_force_ev_per_a": 0.3, "charge": 0, "lumo_ha": 0.04475}